[1]
{"formula": "C18H34BCl3F2N2O3P", "method": "ωB97M-V/def2-TZVPD", "spin_multiplicity": 1, "charge": 1, "species": ["C", "C", "C", "F", "C", "C", "C", "C", "C", "C", "C", "O", "C", "C", "O", "C", "F", "C", "P", "C", "C", "C", "N", "B", "N", "O", "H", "H", "H", "H", "H", "H", "H", "H", "H", "H", "H", "H", "H", "H", "H", "H", "H", "H", "H", "H", "H", "H", "H", "H", "H", "H", "H", "H", "H", "H", "H", "H", "H", "C", "Cl", "Cl", "Cl", "H"], "xyz": [[3.13139, -2.63652, -0.19994], [1.85686, -1.84079, 0.22265], [2.29491, -0.76210, 1.20025], [2.71699, -1.40891, 2.34754], [1.19420, 0.21558, 1.66386], [-0.28604, -0.16705, 1.47911], [-1.05438, 0.79107, 2.45981], [-1.89468, 0.00101, 3.49448], [-3.34087, -0.23636, 2.95580], [-3.59015, -1.76075, 2.77516], [-3.32606, -2.18701, 1.31670], [-2.19935, -3.09405, 1.31186], [-2.23464, -4.01120, 0.28448], [-2.51431, -3.56729, -1.13454], [-2.00029, -5.10797, 0.52946], [-0.62725, 0.33803, 0.08407], [-0.60601, -0.52018, -0.97110], [0.30562, 1.57068, 0.00110], [0.02895, 2.90374, -1.18666], [1.30311, 2.64208, -2.51063], [-1.62242, 2.70794, -2.00277], [-1.70951, 1.69750, -3.15629], [1.24733, 1.48436, 0.88322], [2.32838, 2.49050, 1.15745], [3.33705, 2.24738, 2.19335], [2.36924, 3.64762, 0.48213], [3.84112, -1.90191, -0.58717], [2.84762, -3.24536, -1.05704], [3.54139, -3.22200, 0.61362], [1.18689, -2.56060, 0.69162], [1.46979, -1.40725, -0.69835], [3.16554, -0.25263, 0.77975], [1.41621, 0.33864, 2.71934], [-0.44997, -1.21897, 1.68770], [-1.73321, 1.46685, 1.93839], [-0.37099, 1.43258, 3.01828], [-1.98669, 0.64356, 4.37179], [-1.40764, -0.91409, 3.82176], [-3.49491, 0.21908, 1.97729], [-4.05636, 0.24080, 3.62291], [-2.93046, -2.35387, 3.40380], [-4.61537, -1.97937, 3.07073], [-4.23159, -2.64924, 0.92184], [-3.03925, -1.33455, 0.69265], [-3.21582, -2.74126, -1.22332], [-1.55930, -3.32483, -1.60134], [-2.91022, -4.43153, -1.66042], [-1.63596, 0.75965, 0.04221], [0.86949, 2.70484, -3.50662], [1.77433, 1.66319, -2.43653], [2.09521, 3.37568, -2.44718], [-2.36410, 2.53727, -1.22024], [-1.84303, 3.69067, -2.42213], [-2.76319, 1.63071, -3.43953], [-1.19186, 2.02396, -4.05358], [-1.40081, 0.68885, -2.88752], [4.02134, 1.54689, 1.92543], [2.92597, 2.03050, 3.09557], [3.28180, 3.90762, 0.28150], [4.03719, 1.41829, -5.06644], [3.41305, -0.06592, -4.33581], [3.02165, 1.92443, -6.41281], [4.15197, 2.70383, -3.85665], [5.03208, 1.21818, -5.44404]], "forces_ev_per_angstrom": [[-0.98, 0.83, -0.54], [1.73, -0.51, -0.15], [-0.93, -0.59, -0.41], [0.23, -0.01, 0.39], [0.05, -0.60, -0.45], [0.51, 0.94, 0.43], [-0.19, -1.05, 0.83], [-0.75, 1.49, -0.59], [0.71, -1.24, 0.46], [-0.32, 0.82, -0.42], [0.36, 0.11, 0.67], [-0.74, 0.37, -0.39], [-0.81, 3.37, -0.86], [-0.17, 0.10, 0.09], [1.24, -4.53, 0.98], [-1.36, 1.26, 1.01], [0.91, -0.17, -0.40], [-0.67, -0.94, -2.22], [-0.09, 0.92, -0.02], [0.18, -0.27, 0.45], [0.72, -0.84, -0.36], [-0.91, -0.10, 0.22], [0.70, 0.31, 0.63], [1.19, 0.21, 1.16], [-0.64, -0.23, -0.69], [-0.25, -0.50, -1.52], [0.34, -0.22, 0.17], [0.21, -0.39, 0.20], [0.12, -0.06, -0.05], [-0.46, 0.37, -0.05], [-0.39, 0.03, 0.22], [-0.08, 0.27, 0.05], [-0.07, 0.56, 0.03], [-0.33, -0.06, -0.19], [0.06, 0.01, -0.09], [0.25, -0.05, -0.21], [0.11, -0.11, 0.10], [0.04, -0.07, -0.15], [0.11, 0.25, 0.05], [-0.07, -0.23, 0.09], [-0.07, 0.03, 0.14], [-0.01, -0.23, -0.17], [0.21, -0.17, -0.25], [-0.31, 0.08, -0.01], [0.17, 0.12, -0.04], [-0.02, 0.23, 0.02], [-0.05, 0.00, 0.00], [-0.10, -0.20, 0.30], [-0.27, 0.10, 0.12], [-0.08, -0.06, 0.02], [-0.16, 0.23, 0.20], [-0.01, -0.06, -0.03], [0.13, 0.19, 0.28], [0.03, -0.06, -0.10], [0.24, 0.03, 0.09], [0.17, 0.09, 0.02], [0.08, 0.03, 0.45], [0.37, -0.23, 0.02], [-0.23, 0.46, 0.63], [-0.13, -0.01, -0.09], [0.04, 0.00, 0.02], [0.04, -0.02, 0.06], [0.39, -0.02, -0.18], [-0.01, 0.00, 0.04]]}

=====

[2]
{"formula": "C19H12Cl36O2S", "method": "ωB97M-V/def2-TZVPD", "spin_multiplicity": 1, "species": ["C", "C", "C", "C", "C", "C", "C", "O", "C", "C", "S", "C", "O", "H", "H", "H", "H", "H", "H", "H", "H", "H", "H", "H", "H", "Cl", "C", "Cl", "Cl", "Cl", "Cl", "C", "Cl", "Cl", "Cl", "Cl", "C", "Cl", "Cl", "Cl", "Cl", "C", "Cl", "Cl", "Cl", "Cl", "C", "Cl", "Cl", "Cl", "Cl", "C", "Cl", "Cl", "Cl", "Cl", "C", "Cl", "Cl", "Cl", "Cl", "C", "Cl", "Cl", "Cl", "Cl", "C", "Cl", "Cl", "Cl"], "xyz": [[-2.62944, 2.58552, -2.13582], [-1.11984, 2.48527, -1.93645], [-0.71664, 1.01721, -2.06299], [-0.70565, 3.16569, -0.59174], [-0.37893, 2.23839, 0.53098], [0.87282, 2.02720, 0.98029], [1.15536, 1.04301, 2.03571], [2.24532, 0.97715, 2.59158], [0.08003, 0.12849, 2.39590], [-1.19141, 0.33846, 1.99785], [-2.47015, -0.72643, 2.43583], [-1.51252, 1.51965, 1.15479], [-2.66630, 1.87580, 0.97314], [-3.17319, 1.99422, -1.40965], [-2.94829, 3.62466, -2.08480], [-2.89362, 2.23424, -3.13242], [-0.67819, 3.04783, -2.75724], [-1.45358, 0.37479, -1.58401], [-0.73315, 0.75172, -3.11727], [0.28393, 0.80111, -1.70463], [0.16635, 3.78913, -0.77579], [-1.50475, 3.83445, -0.28253], [1.70097, 2.55745, 0.53468], [0.33725, -0.70831, 3.02620], [-3.45190, 0.07773, 2.03633], [2.63519, -1.78751, -3.59691], [2.29667, -1.38171, -5.28197], [3.73323, -1.67200, -6.26001], [0.96184, -2.38538, -5.86082], [1.82997, 0.31530, -5.40235], [-0.11301, -6.68048, -2.52058], [1.20769, -6.59149, -3.68569], [2.74856, -6.71861, -2.83158], [1.08069, -7.90777, -4.85414], [1.14969, -5.03791, -4.52079], [-3.73734, -1.40680, 8.28070], [-3.42064, -1.33396, 6.54520], [-1.87940, -2.11312, 6.19283], [-4.70861, -2.17391, 5.67501], [-3.36518, 0.35250, 6.03068], [0.83436, -2.53933, 4.25913], [1.50347, -4.08655, 4.80423], [3.15463, -3.81733, 5.38055], [0.52578, -4.72739, 6.12231], [1.48365, -5.22004, 3.46173], [0.90214, 3.97499, 3.10216], [1.37422, 5.15739, 4.33176], [3.11451, 5.42192, 4.24399], [0.52907, 6.67969, 4.03901], [0.94705, 4.54323, 5.92893], [1.39046, 3.42171, -5.75106], [-0.00279, 4.51435, -5.69106], [0.22374, 5.76227, -6.91242], [-1.48262, 3.61701, -6.03008], [-0.14286, 5.27637, -4.10593], [-3.10297, -6.29929, 2.27578], [-2.29629, -7.08649, 0.91782], [-2.68458, -6.21949, -0.57353], [-0.55226, -7.06049, 1.17606], [-2.85159, -8.75485, 0.78654], [6.73030, -4.90543, 0.98932], [6.02567, -6.01574, 2.16624], [4.97313, -7.16416, 1.33248], [7.31372, -6.89387, 2.99343], [5.07391, -5.10909, 3.34213], [-2.81143, 10.07025, -2.97561], [-2.00487, 8.60295, -3.52483], [-1.57332, 7.61160, -2.12667], [-3.08649, 7.68702, -4.57567], [-0.54163, 9.02721, -4.41424]], "forces_ev_per_angstrom": [[0.13, 0.20, -0.46], [-0.56, -0.22, 0.42], [0.03, 0.24, -0.45], [0.23, 0.16, -0.39], [0.71, 0.03, -0.07], [-0.86, 0.09, -0.67], [1.01, -0.16, 0.46], [-0.58, 0.04, -0.52], [-0.94, -0.08, -0.08], [0.83, -0.14, 0.29], [-0.21, -0.60, 0.30], [-0.81, 0.26, -0.13], [0.70, -0.23, 0.12], [-0.12, 0.00, 0.19], [-0.15, 0.10, 0.14], [-0.04, -0.14, -0.10], [0.28, 0.00, 0.17], [0.10, -0.13, 0.30], [-0.01, -0.12, -0.17], [0.14, -0.06, 0.19], [0.19, 0.05, 0.03], [-0.15, 0.07, 0.08], [0.20, 0.05, 0.12], [0.02, 0.25, -0.06], [-0.18, 0.23, -0.16], [0.01, 0.04, 0.01], [0.01, -0.02, 0.10], [0.01, -0.03, -0.03], [-0.06, 0.29, -0.24], [-0.03, -0.05, 0.03], [0.01, -0.04, -0.08], [0.10, 0.03, 0.04], [0.09, -0.04, 0.08], [-0.06, -0.01, -0.02], [-0.03, -0.29, 0.09], [-0.02, -0.01, 0.03], [0.01, 0.01, 0.00], [-0.02, 0.02, 0.02], [-0.05, -0.01, -0.03], [0.00, 0.05, 0.00], [0.13, -0.30, 0.20], [0.01, 0.09, 0.02], [-0.16, 0.04, 0.10], [-0.05, 0.00, 0.07], [0.08, -0.05, -0.04], [-0.04, 0.32, 0.16], [-0.02, -0.05, 0.00], [0.05, 0.01, 0.00], [-0.02, 0.03, -0.01], [-0.01, -0.01, 0.04], [-0.09, 0.14, 0.17], [0.02, 0.04, -0.09], [-0.04, 0.14, -0.10], [-0.02, -0.10, 0.02], [0.15, 0.00, -0.05], [0.00, 0.02, 0.03], [-0.06, 0.04, 0.03], [-0.07, 0.02, 0.04], [0.05, -0.04, -0.04], [0.00, -0.04, -0.01], [0.02, 0.03, -0.03], [0.00, 0.02, 0.00], [-0.04, -0.05, -0.04], [0.03, -0.02, 0.02], [0.15, -0.09, -0.13], [-0.02, 0.04, 0.02], [0.02, -0.05, -0.05], [-0.01, 0.01, 0.14], [-0.03, -0.03, -0.03], [0.04, 0.02, -0.02]]}

=====

[3]
{"formula": "C3H13N2O", "method": "ωB97M-V/def2-TZVPD", "spin_multiplicity": 1, "charge": 1, "species": ["N", "C", "C", "C", "N", "H", "H", "H", "H", "H", "H", "H", "H", "H", "H", "H", "H", "H", "O"], "xyz": [[1.09414, 0.76257, -0.18060], [-0.44711, 0.39861, -0.46961], [-0.52098, -1.07967, -0.66110], [-1.24084, 0.83828, 0.74273], [-2.65944, 0.71786, 0.33198], [1.48640, 1.53292, -0.71310], [1.30114, 0.87789, 0.81330], [1.67161, -0.08158, -0.35276], [-0.61873, 0.99243, -1.36634], [0.02011, -1.61365, 0.12450], [-1.58837, -1.27270, -0.56343], [-0.21179, -1.52055, -1.61068], [-1.06515, 1.86742, 1.05921], [-0.98630, 0.14678, 1.55616], [-3.05610, 1.64596, 0.30468], [-3.19004, 0.21500, 1.03016], [2.99397, -2.25729, -0.17690], [3.69935, -1.26782, 0.71421], [2.98114, -1.31728, 0.09050]], "forces_ev_per_angstrom": [[-0.18, -1.33, 0.25], [2.49, 1.05, 0.01], [-0.57, -0.68, -0.07], [-1.10, -0.10, -0.39], [0.44, 0.04, 0.61], [-0.19, 0.18, 0.02], [-0.40, 0.55, 0.02], [0.06, 0.19, -0.38], [-0.54, -0.15, 0.11], [-0.18, 0.10, 0.15], [-0.02, -0.44, 0.02], [0.12, 0.55, -0.10], [0.51, -0.07, -0.05], [-0.16, 0.23, 0.04], [-0.20, 0.03, -0.18], [-0.07, -0.11, -0.02], [-0.14, 0.62, 0.01], [0.50, 0.25, 0.43], [-0.38, -0.91, -0.47]]}

=====

Number 1: gap between HOMO and LUMO 0.2760 hartree, highest occupied orbital energy -12.1 eV. Number 2: gap between HOMO and LUMO 0.2778 hartree, highest occupied orbital energy -9.2 eV. Number 3: gap between HOMO and LUMO 0.3849 hartree, highest occupied orbital energy -13.6 eV.